Density functional theory data (ωB97M-V with the def2-TZVPD basis set) for 12 unconnected molecules or ions with the total composition C78H173N7O12 in a non-equilibrium geometry.

The geometry in XYZ format:
```
270
Properties=species:S:1:pos:R:3:mulliken_charge:R:1
C 4.8618 -8.5647 -6.5441 -2.003
C 4.6959 -7.1291 -7.0512 1.344
C 5.8153 -6.0552 -6.6070 -1.589
C 4.8291 -7.3646 -8.6200 -1.331
C 4.0793 -6.3817 -9.4749 -0.846
C 2.6444 -6.3636 -8.9971 -0.894
C 2.4442 -5.9629 -7.4825 1.045
C 2.7651 -4.4896 -7.2223 -1.740
C 0.9723 -6.2799 -6.9485 -1.830
N 3.3711 -6.7628 -6.6430 0.548
O 3.1280 -6.7650 -5.3076 -0.468
H 4.6252 -8.6083 -5.4810 0.469
H 4.2063 -9.2638 -7.0635 0.400
H 5.9028 -8.8153 -6.7482 0.462
H 5.2837 -5.4918 -5.8400 0.354
H 6.7051 -6.5709 -6.2461 0.409
H 6.0095 -5.3589 -7.4228 0.343
H 5.9024 -7.4480 -8.7911 0.484
H 4.5354 -8.3667 -8.9323 0.479
H 4.5089 -5.3896 -9.6135 0.409
H 4.1045 -6.6727 -10.5251 0.419
H 2.1427 -7.2865 -9.2877 0.338
H 2.3337 -5.5203 -9.6139 0.375
H 2.6047 -4.2813 -6.1644 0.385
H 2.0734 -3.9344 -7.8559 0.459
H 3.8058 -4.3031 -7.4872 0.353
H 0.7687 -7.3200 -7.2033 0.452
H 0.3601 -5.7761 -7.6964 0.460
H 0.8058 -5.7376 -6.0178 0.376
H 2.7646 -7.6479 -5.2076 0.341
C -7.7983 11.1278 7.3705 -1.277
C -6.6060 11.5538 6.4493 1.361
C -6.1194 12.9788 6.8117 -1.752
C -5.5025 10.4846 6.5880 -1.188
C -5.7483 9.0234 6.1383 -0.660
C -6.2981 9.0102 4.7229 -1.273
C -7.3977 10.0791 4.3479 1.492
C -7.3013 10.2249 2.7728 -1.855
C -8.8032 9.7023 4.7948 -1.467
N -6.9347 11.4400 4.9659 -0.031
O -7.7482 12.4020 4.5602 -0.459
H -7.8467 10.0427 7.2788 0.295
H -7.6307 11.3138 8.4313 0.350
H -8.7853 11.5060 7.1044 0.258
H -5.8037 12.7992 7.8394 0.424
H -5.2543 13.2864 6.2242 0.380
H -6.9330 13.6970 6.9127 0.354
H -4.7731 10.7541 5.8241 0.433
H -5.1202 10.4597 7.6085 0.377
H -4.8220 8.4673 5.9937 0.379
H -6.4074 8.4341 6.7758 0.373
H -6.6980 8.0196 4.5063 0.327
H -5.5099 9.0889 3.9740 0.501
H -7.6364 9.3429 2.2270 0.363
H -6.3423 10.5687 2.3852 0.460
H -7.8855 11.1023 2.4952 0.417
H -9.1272 8.9219 4.1062 0.406
H -9.5815 10.4403 4.9887 0.206
H -8.7753 9.0982 5.7017 0.437
H -8.5533 12.3001 5.0731 0.371
C 8.9266 -0.1980 2.4802 -1.819
C 8.5200 0.2329 3.9123 1.156
C 9.5636 1.4364 4.4927 -1.673
C 7.1674 0.9561 3.7249 -1.017
C 6.3724 1.1225 5.1256 -0.844
C 6.1975 -0.1994 5.7837 -1.071
C 7.4743 -1.0086 5.9755 1.205
C 8.3407 -0.5161 7.1671 -1.612
C 7.0110 -2.4954 6.3604 -1.756
N 8.3128 -1.0696 4.7033 0.389
O 9.3267 -1.9457 4.7806 -0.463
H 9.1500 0.6555 1.8402 0.391
H 9.8181 -0.8225 2.5375 0.420
H 8.0880 -0.7953 2.1223 0.439
H 9.1520 2.0064 5.3257 0.350
H 10.4397 1.0074 4.9790 0.414
H 9.8895 2.0732 3.6702 0.409
H 7.3484 2.0063 3.4958 0.383
H 6.4529 0.5839 2.9907 0.425
H 6.8772 1.8784 5.7271 0.325
H 5.3462 1.4753 5.0228 0.380
H 5.3095 -0.7404 5.4566 0.428
H 5.9598 -0.0589 6.8381 0.469
H 9.1591 -1.2147 7.3409 0.393
H 7.8117 -0.4422 8.1172 0.417
H 8.8806 0.4139 6.9890 0.312
H 6.2298 -2.4931 7.1206 0.397
H 7.8703 -2.9717 6.8325 0.393
H 6.7734 -3.1149 5.4956 0.399
H 9.1029 -2.5184 4.0433 0.364
C -3.6643 2.7109 -0.3518 -1.866
C -3.4757 1.1915 -0.6859 1.188
C -4.8004 0.5951 -0.6629 -1.684
C -2.8343 1.0619 -2.1226 -1.100
C -2.3561 -0.4005 -2.4731 -0.948
C -1.4285 -0.9709 -1.3471 -1.046
C -1.9029 -0.8237 0.1128 1.664
C -2.7401 -2.1096 0.3861 -1.829
C -0.6258 -0.8398 1.0605 -1.757
N -2.5613 0.5085 0.2866 0.368
O -2.8890 0.7239 1.6587 -0.456
H -2.7777 3.3449 -0.3522 0.409
H -4.3198 3.1253 -1.1177 0.401
H -4.0262 2.8578 0.6658 0.437
H -4.8364 -0.3950 -1.1174 0.329
H -5.2004 0.6338 0.3504 0.357
H -5.3313 1.2063 -1.3927 0.467
H -3.5592 1.3246 -2.8930 0.448
H -1.9940 1.7440 -2.2520 0.399
H -3.2030 -1.0793 -2.5736 0.384
H -1.8153 -0.4193 -3.4193 0.410
H -0.3686 -0.7600 -1.4892 0.467
H -1.6546 -1.9552 -1.7572 0.206
H -2.1528 -2.9985 0.6169 0.423
H -3.6910 -2.3897 -0.0671 0.303
H -3.0901 -1.8607 1.3879 0.495
H 0.1418 -1.4200 0.5485 0.466
H -0.8965 -1.3034 2.0091 0.335
H -0.3011 0.1865 1.2320 0.390
H -2.2836 1.4604 1.7711 0.343
C 5.2639 4.3543 -6.3942 -1.614
C 5.6618 3.9432 -4.9695 1.518
C 4.9602 4.8632 -3.9572 -1.877
C 5.2969 2.4940 -4.7514 -1.427
C 6.2235 1.5712 -5.4974 -0.508
C 7.6188 1.8107 -5.0033 -1.234
C 8.1631 3.2871 -5.2564 1.777
C 9.4071 3.4351 -4.3311 -1.939
C 8.5027 3.6119 -6.7241 -1.773
N 7.1108 4.1368 -4.7258 0.161
O 7.4436 5.4771 -4.7688 -0.477
H 4.9843 5.3906 -6.5842 0.348
H 5.9637 3.9275 -7.1127 0.324
H 4.3853 3.8070 -6.7356 0.391
H 4.9070 4.2978 -3.0268 0.435
H 5.3560 5.8272 -3.6377 0.370
H 3.8830 4.9531 -4.0973 0.403
H 5.2901 2.2101 -3.6990 0.395
H 4.2382 2.4390 -5.0049 0.484
H 6.0337 0.5647 -5.1244 0.353
H 6.0034 1.6304 -6.5633 0.347
H 8.1471 1.0274 -5.5468 0.381
H 7.6449 1.5817 -3.9380 0.445
H 10.0935 4.2036 -4.6865 0.434
H 9.9786 2.5127 -4.2274 0.400
H 9.1167 3.7383 -3.3252 0.387
H 8.1949 4.5633 -7.1578 0.319
H 7.9214 2.9041 -7.3151 0.362
H 9.5888 3.6304 -6.8143 0.433
H 7.7232 5.5040 -3.8508 0.382
C -2.2839 -1.8803 10.9405 -1.830
C -1.4434 -0.5839 11.2307 1.356
C 0.0653 -0.7846 11.1905 -1.678
C -1.8498 0.3512 10.0127 -1.207
C -1.6142 1.8835 10.3334 -0.732
C -2.5237 2.1524 11.6123 -1.203
C -1.9469 1.4061 12.8551 1.580
C -0.6216 2.0949 13.3039 -1.694
C -3.0314 1.7286 13.8916 -1.993
N -1.8781 -0.0914 12.5854 0.346
O -1.3613 -0.8233 13.6930 -0.493
H -1.7946 -2.6879 11.4850 0.401
H -3.3028 -1.8750 11.3277 0.425
H -2.4607 -2.2247 9.9215 0.335
H 0.4782 -1.3943 11.9941 0.393
H 0.2523 -1.3702 10.2903 0.455
H 0.5946 0.1643 11.2771 0.283
H -1.3544 0.0957 9.0760 0.487
H -2.9184 0.2773 9.8105 0.462
H -0.5412 2.0011 10.4847 0.330
H -1.9737 2.4850 9.4985 0.414
H -3.5987 1.9729 11.5956 0.427
H -2.3959 3.2339 11.6570 0.405
H -0.6438 2.1429 14.3926 0.443
H -0.5651 3.1756 13.1732 0.323
H 0.2953 1.6019 12.9808 0.288
H -3.2202 2.7816 14.1004 0.387
H -2.7289 1.4705 14.9064 0.496
H -4.0118 1.3163 13.6528 0.414
H -2.1762 -0.8305 14.2005 0.381
C -6.5185 -0.8399 -10.9954 -1.736
C -5.0292 -0.3926 -10.4864 1.093
C -4.5755 -0.8640 -9.0463 -1.665
C -3.9983 -1.1154 -11.4537 -1.137
C -2.5736 -0.5458 -11.4528 -0.710
C -2.7262 0.9648 -11.7348 -1.301
C -3.7181 1.8307 -10.8243 1.484
C -2.9715 2.1929 -9.5774 -1.744
C -4.0691 2.9840 -11.7325 -1.768
N -4.9291 1.0324 -10.6417 0.523
O -5.8307 1.5658 -9.8130 -0.522
H -7.2689 -0.2477 -10.4717 0.460
H -6.7745 -0.4810 -11.9922 0.408
H -6.8445 -1.8681 -10.8382 0.365
H -3.4914 -0.8347 -8.9374 0.312
H -4.9449 -0.2368 -8.2349 0.335
H -5.0053 -1.8630 -8.9729 0.456
H -3.8423 -2.1387 -11.1123 0.387
H -4.4017 -1.2052 -12.4623 0.408
H -2.1170 -0.6417 -10.4677 0.325
H -2.0798 -1.0975 -12.2527 0.357
H -3.0378 1.1189 -12.7679 0.531
H -1.7427 1.4321 -11.6854 0.494
H -2.1385 2.8634 -9.7890 0.428
H -2.6660 1.3626 -8.9407 0.301
H -3.6366 2.7738 -8.9384 0.409
H -3.1420 3.2623 -12.2337 0.386
H -4.5771 3.8513 -11.3108 0.320
H -4.7393 2.5641 -12.4826 0.446
H -6.5959 1.6606 -10.3849 0.353
C 2.5443 -9.7635 7.9576 -1.005
C 1.4775 -9.4230 6.8175 0.407
C 1.2101 -7.9626 6.4592 -1.381
O 1.8721 -9.9823 5.5971 -0.564
H 2.6580 -8.7650 8.3798 0.299
H 3.4754 -10.1172 7.5147 0.264
H 2.2767 -10.5580 8.6542 0.263
H 0.4888 -9.7746 7.1123 0.308
H 1.0309 -7.4351 7.3961 0.338
H 0.4787 -7.7615 5.6764 0.340
H 2.0794 -7.4143 6.0963 0.397
H 2.5599 -9.3985 5.2689 0.333
C -4.4781 -11.3319 0.9444 -1.231
C -4.5370 -9.8419 1.0771 0.346
C -3.9196 -9.3360 2.4098 -1.112
O -3.7371 -9.2920 0.0688 -0.560
H -3.5080 -11.7672 0.7047 0.335
H -5.0328 -11.6359 0.0568 0.353
H -4.9218 -11.8842 1.7727 0.330
H -5.4874 -9.3188 0.9714 0.304
H -2.9042 -9.7258 2.4807 0.251
H -4.6153 -9.7402 3.1452 0.323
H -3.8540 -8.2588 2.5623 0.324
H -2.9197 -9.7877 -0.0186 0.338
C 0.1948 10.6337 -2.6077 -1.169
C 0.0897 11.3956 -1.3091 0.259
C -0.5471 10.5659 -0.1525 -1.187
O 1.4281 11.6797 -0.9732 -0.551
H -0.5825 10.6235 -3.3718 0.359
H 0.2914 9.5594 -2.4506 0.274
H 1.0100 10.9222 -3.2713 0.351
H -0.4923 12.3029 -1.4710 0.330
H -0.5321 11.1177 0.7874 0.298
H -0.0534 9.5945 -0.1798 0.367
H -1.5883 10.4253 -0.4426 0.320
H 1.7872 10.8635 -0.6174 0.349
C 4.6425 -6.4013 0.8404 -1.251
C 5.4217 -7.7068 0.8187 0.482
C 6.8086 -7.5139 0.1123 -1.259
O 5.6276 -8.0966 2.1374 -0.549
H 3.6041 -6.5282 0.5341 0.292
H 5.0768 -5.6960 0.1318 0.347
H 4.7807 -5.8376 1.7630 0.353
H 4.9015 -8.5505 0.3653 0.272
H 6.7002 -7.3930 -0.9655 0.322
H 7.3824 -8.4114 0.3431 0.392
H 7.2614 -6.6050 0.5085 0.300
H 6.0274 -8.9653 2.0534 0.298
C -9.7479 -5.2709 -2.9830 -1.221
C -10.4955 -5.3077 -4.3623 0.447
C -10.7360 -6.6730 -4.8884 -1.209
O -11.7153 -4.7109 -4.1649 -0.538
H -8.8335 -5.8569 -3.0756 0.350
H -10.3024 -5.6673 -2.1324 0.343
H -9.3859 -4.2486 -2.8740 0.306
H -9.8911 -4.6433 -4.9798 0.204
H -9.8028 -7.1090 -5.2449 0.321
H -11.3993 -6.8190 -5.7409 0.382
H -11.2014 -7.3208 -4.1455 0.304
H -12.0715 -4.6006 -5.0495 0.311
```

Summary:
SMILES: CC1(C)CCCC(C)(C)N1O.CC1(C)CCCC(C)(C)N1O.CC1(C)CCCC(C)(C)N1O.CC1(C)CCCC(C)(C)N1O.CC1(C)CCCC(C)(C)N1O.CC1(C)CCCC(C)(C)N1O.CC1(C)CCCC(C)(C)N1O.CC(C)O.CC(C)O.CC(C)O.CC(C)O.CC(C)O
F_max (eV Å⁻¹): 5.52
2S+1: 1
Frontier orbital gap (eV): 7.96
Energy above the lowest of the compared OMol25 structures with the same formula, charge and spin (eV): 10.270